# 1
Density functional theory data (the ωB97M-V functional and the def2-TZVPD basis) for a gas-phase ion, C5H9BrNO (charge +1).

The net charge is +1. Its total energy is -78901.98591 eV. The structure (SMILES) is C/[NH+]=C/[C@H](Br)/C=C/O. The frontier orbital gap is 9.01 eV. Its energy above the lowest of the compared OMol25 structures with the same formula, charge and spin is 32.9 kcal per mole.

Geometry (Å):
C1 -1.780 0.254 -0.957
C2 -1.637 -1.134 -0.571
C3 -0.721 1.065 -1.344
C4 -0.640 -0.863 0.464
C5 1.618 -0.321 1.123
N1 0.608 -0.947 0.319
O1 -0.908 2.313 -1.728
Br1 -0.880 -2.298 -2.009
H1 -2.715 0.690 -1.121
H2 -2.586 -1.661 -0.345
H3 0.250 0.570 -1.548
H4 -0.953 -0.355 1.460
H5 1.563 -0.668 2.151
H6 2.588 -0.503 0.837
H7 1.297 0.673 1.215
H8 1.032 -1.439 -0.476
H9 -0.416 2.437 -2.645

# 2
Density functional theory data (the ωB97M-V functional and the def2-TZVPD basis) for a molecular structure, C49H51BFeNO2P2Si.

Its total energy is -118747.27023 eV. The frontier orbital gap (spin up / spin down) is 5.67 / 6.67 eV. Its energy above the lowest of the compared OMol25 structures with the same formula, charge and spin is 27.4 kcal per mole. As for the spin multiplicity: 2.

Geometry (Å):
Fe1 -0.034 -0.146 -0.001
C1 -2.333 1.395 2.374
Si1 -0.747 0.435 2.114
C2 0.542 1.529 2.961
C3 0.463 1.964 4.291
C4 1.375 2.867 4.807
C5 2.388 3.375 3.998
C6 2.488 2.961 2.683
C7 1.569 2.042 2.162
P1 1.644 1.482 0.421
C8 1.463 3.060 -0.516
C9 1.304 4.305 0.088
C10 1.235 5.463 -0.677
C11 1.338 5.394 -2.058
C12 1.469 4.156 -2.672
C13 1.496 2.998 -1.910
C14 3.427 1.118 0.183
C15 3.972 1.052 -1.096
C16 5.305 0.717 -1.280
C17 6.109 0.422 -0.192
C18 5.569 0.452 1.085
C19 4.235 0.784 1.269
C20 -1.066 -1.191 3.048
C21 -1.273 -1.266 4.432
C22 -1.737 -2.427 5.028
C23 -2.035 -3.541 4.248
C24 -1.825 -3.499 2.882
C25 -1.314 -2.343 2.288
P2 -0.978 -2.263 0.493
C26 -2.614 -2.656 -0.234
C27 -3.064 -3.955 -0.453
C28 -4.332 -4.176 -0.975
C29 -5.158 -3.103 -1.283
C30 -4.715 -1.806 -1.069
C31 -3.448 -1.582 -0.548
C32 -0.017 -3.757 0.103
C33 0.224 -3.999 -1.250
C34 1.015 -5.063 -1.644
C35 1.592 -5.888 -0.686
C36 1.374 -5.642 0.659
C37 0.574 -4.577 1.055
H1 -2.564 1.443 3.443
H2 -3.176 0.928 1.858
H3 -2.224 2.413 1.994
H4 -0.331 1.601 4.934
H5 1.299 3.182 5.841
H6 3.091 4.100 4.392
H7 3.282 3.347 2.054
H8 1.229 4.382 1.165
H9 1.109 6.421 -0.188
H10 1.302 6.297 -2.654
H11 1.538 4.089 -3.750
H12 1.527 2.040 -2.411
H13 3.368 1.270 -1.963
H14 5.711 0.679 -2.283
H15 7.151 0.165 -0.339
H16 6.182 0.210 1.944
H17 3.832 0.790 2.273
H18 -1.077 -0.402 5.055
H19 -1.891 -2.460 6.099
H20 -2.431 -4.437 4.709
H21 -2.069 -4.364 2.275
H22 -2.420 -4.799 -0.231
H23 -4.671 -5.190 -1.143
H24 -6.142 -3.280 -1.697
H25 -5.356 -0.967 -1.313
H26 -3.099 -0.569 -0.387
H27 -0.220 -3.349 -1.996
H28 1.196 -5.241 -2.696
H29 2.224 -6.713 -0.991
H30 1.832 -6.274 1.409
H31 0.408 -4.403 2.109
C38 2.366 -1.717 1.895
C39 2.541 -1.809 0.409
C40 3.560 -2.409 -0.294
C41 3.276 -2.209 -1.672
C42 2.098 -1.499 -1.734
C43 1.361 -1.018 -2.947
N1 1.643 -1.254 -0.463
H32 3.328 -1.826 2.398
H33 1.701 -2.491 2.294
H34 1.934 -0.755 2.197
H35 4.414 -2.913 0.138
H36 3.859 -2.546 -2.519
H37 2.048 -0.823 -3.773
H38 0.812 -0.102 -2.734
H39 0.618 -1.741 -3.307
C44 -2.006 3.225 -3.854
C45 -2.326 2.002 -3.022
C46 -3.167 1.032 -3.840
O1 -1.086 1.297 -2.705
B1 -1.159 0.840 -1.417
O2 -2.273 1.357 -0.761
C47 -2.930 2.318 -1.616
C48 -4.429 2.107 -1.516
C49 -2.561 3.701 -1.100
H40 -1.587 2.911 -4.812
H41 -1.287 3.868 -3.359
H42 -2.918 3.795 -4.048
H43 -2.598 0.743 -4.724
H44 -4.104 1.486 -4.163
H45 -3.384 0.125 -3.272
H46 -4.696 1.065 -1.688
H47 -4.955 2.729 -2.244
H48 -4.768 2.388 -0.518
H49 -1.479 3.845 -1.107
H50 -2.905 3.791 -0.068
H51 -3.030 4.488 -1.692

# 3
Density functional theory data (the ωB97M-V functional and the def2-TZVPD basis) for a gas-phase ion, C13H31N3O2 (charge +2).

The net charge is +2. Its total energy is -22532.41231 eV. The structure (SMILES) is CCCCCC[C@@H]([NH3+])C(=O)N(O)CC[N+](C)(C)C. The frontier orbital gap is 10.61 eV.

Geometry (Å):
O1 0.139 -1.848 1.372
O2 1.890 -1.148 -1.622
C1 0.888 -1.308 0.548
N1 1.019 -1.809 -0.739
C2 -0.449 5.468 1.732
C3 0.249 -2.975 -1.202
C4 0.998 5.612 1.256
C5 1.959 4.689 2.016
C6 1.581 3.220 1.959
C7 1.797 2.587 0.551
C8 1.040 1.260 0.361
C9 1.683 -0.046 1.039
C10 -2.747 -3.817 -0.543
C11 -3.348 -3.029 -2.733
C12 -1.714 -4.807 -2.563
C13 -1.096 -2.535 -1.842
N2 1.614 0.114 2.516
N3 -2.194 -3.532 -1.906
H1 2.176 -1.681 -2.380
H2 -1.034 6.299 1.397
H3 -0.950 4.576 1.378
H4 -0.461 5.470 2.825
H5 0.779 -3.562 -1.949
H6 0.100 -3.654 -0.371
H7 1.325 6.616 1.432
H8 1.033 5.444 0.179
H9 3.001 4.858 1.643
H10 1.959 5.069 3.038
H11 2.194 2.683 2.669
H12 0.559 3.122 2.273
H13 2.887 2.485 0.368
H14 1.418 3.282 -0.205
H15 1.012 1.086 -0.712
H16 0.033 1.312 0.726
H17 2.716 -0.183 0.688
H18 -3.264 -4.779 -0.526
H19 -3.481 -3.048 -0.276
H20 -1.942 -3.858 0.198
H21 -3.004 -2.864 -3.763
H22 -3.763 -2.125 -2.312
H23 -4.152 -3.780 -2.784
H24 -1.140 -4.613 -3.508
H25 -2.622 -5.386 -2.846
H26 -1.162 -5.403 -1.838
H27 -1.437 -1.656 -1.289
H28 -0.817 -2.207 -2.834
H29 0.760 -0.305 2.855
H30 2.380 -0.405 2.977
H31 1.591 1.112 2.745

# 4
Density functional theory data (the ωB97M-V functional and the def2-TZVPD basis) for a molecular structure, C31H44N4OP2Pd.

The net charge is +2. Its total energy is -62903.59252 eV. The frontier orbital gap (spin up / spin down) is 6.98 / 2.78 eV. Its energy above the lowest of the compared OMol25 structures with the same formula, charge and spin is 0.0 kcal per mole. As for the spin multiplicity: 5.

Geometry (Å):
Pd1 2.743 -0.320 3.540
C1 3.804 -1.431 1.927
C2 3.207 -0.324 1.334
C3 1.926 -0.358 0.517
C4 0.659 -0.060 1.355
C5 0.687 -0.645 2.749
C6 1.187 -1.893 3.107
C7 1.726 -2.927 2.132
C8 3.259 -2.843 1.937
C9 2.011 0.172 5.420
H1 4.854 -1.345 2.199
H2 3.825 0.563 1.212
H3 1.833 -1.326 0.017
H4 1.999 0.391 -0.278
H5 0.553 1.026 1.460
H6 -0.235 -0.407 0.814
H7 0.048 -0.139 3.471
H8 0.929 -2.262 4.097
H9 1.214 -2.830 1.171
H10 1.480 -3.925 2.511
H11 3.749 -3.374 2.761
H12 3.547 -3.369 1.014
H13 2.773 0.030 6.193
H14 1.126 -0.424 5.679
H15 1.727 1.232 5.420
P1 -3.882 0.901 -2.182
P2 -1.144 1.450 -3.694
N1 -4.557 -0.588 -1.569
N2 -5.266 1.938 -2.292
N3 -0.460 -0.097 -4.073
N4 -0.262 2.535 -4.739
C10 -3.714 0.417 -3.962
C11 -2.715 1.342 -4.669
C12 -3.840 -1.370 -0.664
C13 -4.450 -2.597 -0.571
C14 -5.580 -2.578 -1.444
C15 -5.621 -1.343 -2.050
C16 -5.467 2.961 -1.363
C17 -6.670 3.563 -1.629
C18 -7.240 2.896 -2.757
C19 -6.371 1.907 -3.145
C20 0.424 -0.721 -3.191
C21 0.877 -1.877 -3.772
C22 0.260 -1.979 -5.057
C23 -0.550 -0.883 -5.223
C24 0.156 2.357 -6.053
C25 0.525 3.582 -6.557
C26 0.319 4.555 -5.531
C27 -0.163 3.891 -4.428
H16 -4.712 0.473 -4.413
H17 -3.368 -0.618 -4.043
H18 -2.456 0.974 -5.669
H19 -3.160 2.334 -4.784
H20 -2.963 -0.964 -0.179
H21 -4.137 -3.413 0.066
H22 -6.295 -3.376 -1.593
H23 -6.313 -0.927 -2.765
H24 -4.719 3.151 -0.607
H25 -7.095 4.395 -1.086
H26 -8.182 3.126 -3.235
H27 -6.436 1.198 -3.956
H28 0.633 -0.268 -2.233
H29 1.566 -2.581 -3.327
H30 0.391 -2.776 -5.775
H31 -1.186 -0.603 -6.048
H32 0.164 1.375 -6.499
H33 0.922 3.762 -7.547
H34 0.521 5.615 -5.593
H35 -0.450 4.241 -3.447
C28 6.203 -1.007 5.676
C29 4.838 -0.566 6.232
C30 4.355 -1.649 7.224
C31 5.033 0.797 6.940
O1 3.969 -0.464 5.114
H36 6.951 -1.117 6.492
H37 6.585 -0.258 4.948
H38 6.111 -1.981 5.149
H39 5.091 -1.775 8.047
H40 3.382 -1.393 7.691
H41 4.240 -2.623 6.702
H42 5.392 1.558 6.214
H43 4.101 1.178 7.407
H44 5.785 0.705 7.753